[1]
Formula: C49H82N7O20
Source: OMol25
Level of theory: ωB97M-V with the def2-TZVPD basis set

Its charge is +1.

Each line ends with the Löwdin charge.
Cartesian coordinates (Å):
C (9.5496, 19.1391, 18.2230)  -0.07
C (9.3937, 18.7081, 19.6899)  -0.23
C (10.1937, 19.5792, 20.6313)  -0.18
C (11.6848, 19.2001, 20.6409)  -0.12
N (12.6603, 20.0408, 21.4819)  -0.18
C (14.0423, 19.4660, 21.1789)  -0.07
C (14.8532, 20.6494, 20.5621)  -0.12
C (13.7425, 21.3915, 19.9032)  -0.17
C (12.6609, 21.4781, 20.9349)  -0.07
C (12.1885, 19.8451, 22.8999)  -0.12
C (13.1706, 20.3219, 23.9759)  -0.21
C (12.5789, 20.2837, 25.4147)  -0.08
H (8.8073, 18.5821, 17.6538)  0.05
H (10.5563, 18.9175, 17.8715)  0.07
H (9.2646, 20.1851, 18.1074)  0.09
H (9.6521, 17.6506, 19.7587)  0.12
H (8.3392, 18.8320, 19.9412)  0.08
H (9.8298, 19.4893, 21.6617)  0.10
H (10.0073, 20.6560, 20.5888)  0.11
H (12.1008, 19.2424, 19.6309)  0.12
H (11.8324, 18.1364, 20.8325)  0.11
H (14.5152, 19.1172, 22.0968)  0.12
H (14.0414, 18.5497, 20.5925)  0.14
H (15.4341, 21.2102, 21.2915)  0.12
H (15.5386, 20.1871, 19.8520)  0.12
H (13.9308, 22.4451, 19.6811)  0.13
H (13.3558, 20.9267, 18.9971)  0.13
H (12.8828, 22.1324, 21.7775)  0.13
H (11.6769, 21.7472, 20.5606)  0.13
H (12.0105, 18.7699, 23.0073)  0.13
H (11.1485, 20.1085, 23.0950)  0.13
H (13.4722, 21.3282, 23.6778)  0.10
H (14.0631, 19.6992, 24.0282)  0.10
H (12.3331, 19.2457, 25.6431)  0.08
H (11.6056, 20.7745, 25.4814)  0.07
H (13.2287, 20.7389, 26.1574)  0.08
C (5.8719, 19.5810, 18.2033)  0.00
C (4.6566, 18.7626, 18.7300)  -0.26
C (4.9990, 17.7759, 19.8175)  -0.20
O (5.8353, 18.3923, 20.7640)  -0.19
C (6.5597, 17.4470, 21.5072)  -0.10
N (3.5539, 19.7247, 19.1609)  0.24
H (2.7786, 19.7279, 18.4956)  0.09
H (3.2327, 19.4132, 20.0785)  0.09
H (3.8341, 20.7050, 19.2127)  0.12
H (6.3381, 20.2495, 18.9233)  0.09
H (5.5420, 20.1925, 17.3653)  0.09
H (6.5100, 18.7667, 17.8650)  0.06
H (4.1327, 18.1943, 17.9605)  0.13
H (5.4597, 16.8871, 19.3727)  0.11
H (4.0494, 17.4142, 20.2397)  0.12
H (5.8623, 16.6740, 21.8511)  0.07
H (7.1047, 17.9069, 22.3281)  0.08
H (7.3027, 16.9375, 20.8877)  0.08
C (6.3759, 21.4072, 22.1580)  -0.01
C (4.9934, 20.8287, 22.4920)  -0.30
C (4.9240, 19.9796, 23.7338)  -0.18
O (5.0477, 20.8901, 24.8158)  -0.17
C (4.8889, 20.2813, 26.0691)  -0.11
N (3.9436, 21.9151, 22.4479)  0.26
H (3.9154, 22.3416, 21.5161)  0.12
H (2.9964, 21.5834, 22.6299)  0.12
H (4.1133, 22.6883, 23.0871)  0.17
H (6.7880, 22.1373, 22.8550)  0.09
H (6.3812, 21.9300, 21.1984)  0.08
H (7.0966, 20.6002, 22.0155)  0.07
H (4.6939, 20.1887, 21.6661)  0.10
H (5.7056, 19.2206, 23.6419)  0.12
H (3.9636, 19.4729, 23.8712)  0.12
H (3.8374, 20.0130, 26.2201)  0.09
H (5.3023, 20.9063, 26.8569)  0.09
H (5.3792, 19.3054, 26.1658)  0.09
C (-0.0336, 16.1786, 20.7928)  0.06
N (1.2933, 15.6399, 21.2263)  -0.05
C (1.9351, 14.8653, 20.3264)  0.01
C (3.1297, 14.2907, 20.6771)  0.03
C (3.7356, 14.5873, 21.8921)  -0.13
C (3.1384, 15.5423, 22.7292)  0.07
C (1.8785, 16.0071, 22.3537)  0.02
C (5.0635, 14.0103, 22.2691)  -0.14
C (5.9920, 13.8702, 21.2410)  0.03
C (7.2389, 13.3994, 21.5057)  0.05
N (7.5391, 13.0024, 22.7813)  -0.06
C (6.6416, 13.0810, 23.8085)  0.05
C (5.3374, 13.5054, 23.5284)  0.05
C (8.8882, 12.5515, 23.1168)  0.03
H (-0.4263, 15.6668, 19.9184)  0.10
H (0.1362, 17.2333, 20.5761)  0.11
H (-0.7664, 16.0606, 21.5876)  0.11
H (1.5075, 14.6891, 19.3520)  0.14
H (3.6244, 13.6373, 19.9722)  0.13
H (3.6633, 15.8729, 23.6127)  0.14
H (1.3639, 16.8102, 22.8757)  0.14
H (5.7971, 14.1744, 20.2193)  0.11
H (8.0406, 13.3063, 20.7879)  0.16
H (6.9856, 12.8206, 24.7972)  0.15
H (4.6349, 13.4218, 24.3453)  0.13
H (9.2728, 11.9415, 22.3041)  0.11
H (8.8626, 11.9460, 24.0221)  0.10
H (9.4864, 13.4138, 23.4264)  0.10
C (3.7270, 19.7907, 14.3913)  0.07
N (3.8576, 18.3055, 14.4068)  -0.04
C (4.6267, 17.7020, 13.4962)  0.04
C (4.6414, 16.3302, 13.3516)  0.07
C (3.8560, 15.5666, 14.1966)  -0.14
C (3.1088, 16.2314, 15.1881)  0.05
C (3.1272, 17.6114, 15.3073)  0.03
C (3.7468, 14.1128, 14.0038)  -0.10
C (3.5703, 13.5178, 12.7392)  0.07
C (3.4291, 12.1539, 12.6429)  0.01
N (3.4424, 11.4023, 13.7669)  -0.09
C (3.6452, 11.9070, 14.9907)  0.01
C (3.8602, 13.2559, 15.1084)  0.05
C (3.2103, 9.9264, 13.6447)  0.05
H (2.7440, 19.9580, 13.9560)  0.12
H (4.5518, 20.2641, 13.8593)  0.11
H (3.7980, 20.1409, 15.4196)  0.10
H (5.1587, 18.3482, 12.8098)  0.16
H (5.1410, 15.8813, 12.5057)  0.14
H (2.3649, 15.7412, 15.8013)  0.13
H (2.5623, 18.2257, 16.0005)  0.13
H (3.5526, 14.1893, 11.8925)  0.14
H (3.2387, 11.5904, 11.7417)  0.15
H (3.7245, 11.2763, 15.8627)  0.15
H (4.0699, 13.7402, 16.0528)  0.12
H (3.0873, 9.4199, 14.5963)  0.10
H (4.1443, 9.6664, 13.1475)  0.11
H (2.3381, 9.7582, 13.0181)  0.11
O (0.9985, 21.9599, 15.8146)  0.07
C (0.7091, 20.8291, 16.5053)  -0.83
O (1.6724, 20.1978, 17.0352)  -0.11
O (-0.4664, 20.4401, 16.4677)  -0.03
H (0.1058, 22.3049, 15.6788)  0.10
O (7.0431, 18.9657, 15.4140)  0.01
C (7.4276, 19.6584, 14.3308)  -0.89
O (7.9037, 18.9599, 13.3899)  -0.08
O (7.2129, 20.8884, 14.2353)  -0.05
H (7.3534, 18.1177, 15.0392)  0.08
O (0.9880, 21.0898, 22.5299)  0.08
C (1.1779, 19.7616, 22.3235)  -0.81
O (2.2431, 19.3332, 21.8044)  -0.07
O (0.2678, 18.9806, 22.6146)  -0.03
H (0.0570, 21.1252, 22.7866)  0.12
O (11.1829, 16.3211, 22.0498)  0.03
C (10.3003, 16.0032, 23.0364)  -0.86
O (9.1318, 16.4613, 22.9638)  -0.06
O (10.7071, 15.4608, 24.0897)  -0.06
H (11.9763, 16.1158, 22.5740)  0.10
O (7.4447, 16.3107, 16.4802)  0.05
C (6.7570, 15.1478, 16.7523)  -0.82
O (6.7741, 14.2275, 15.9299)  -0.02
O (6.2747, 15.1467, 17.9334)  -0.11
H (7.2332, 16.6546, 17.3655)  0.07
O (3.3992, 24.3772, 18.3474)  0.09
C (4.0458, 23.7971, 19.3842)  -0.84
O (3.9784, 24.3173, 20.5119)  -0.04
O (4.6800, 22.7150, 19.1629)  -0.10
H (3.9329, 23.7976, 17.7538)  0.11


[2]
Formula: C49H86Br20F3IN2O3P
Source: OMol25
Level of theory: ωB97M-V with the def2-TZVPD basis set

Its charge is +1.

Each line ends with the Löwdin charge.
Cartesian coordinates (Å):
C (4.8983, -1.6261, 0.0989)  -0.04
C (3.9222, -0.8721, 0.9723)  -0.12
C (2.9207, 0.3165, 0.4366)  -0.20
N (1.4867, -0.1478, 0.1772)  -0.10
C (1.4569, -1.1969, -0.9094)  -0.15
C (0.6019, -0.5091, -2.1724)  -0.15
C (0.1796, -1.5855, -3.3346)  -0.31
C (1.1499, -1.2784, -4.6621)  -0.11
C (-1.4255, -1.2721, -3.6807)  -0.18
C (-1.9733, -2.0596, -5.0090)  -0.19
C (-2.6730, -3.5198, -4.7075)  -0.08
C (-3.2573, -3.9118, -3.3645)  -0.26
C (-2.4076, -5.0764, -2.5451)  -0.22
C (-4.6175, -3.1695, -2.8016)  -0.11
C (0.8051, -0.5770, 1.4517)  -0.20
C (-0.7197, -1.1501, 1.2844)  -0.12
O (-0.6588, -2.5953, 1.6850)  -0.21
C (-1.9709, -3.0646, 2.1536)  -0.17
C (-2.9725, -3.7301, 1.0185)  0.02
C (-4.4530, -4.3286, 1.4787)  -0.11
C (-4.9784, -4.3078, 3.0661)  -0.12
C (-3.9753, -3.6147, 4.1981)  -0.09
C (-2.4874, -3.0141, 3.7379)  0.00
C (0.7281, 0.7744, 2.4283)  -0.43
C (-0.2538, 1.9475, 1.8077)  -0.07
P (-0.0181, 0.3271, 4.1724)  0.81
O (0.1984, 1.4872, 5.2231)  -0.47
N (2.0763, 1.3896, 2.7210)  0.08
C (2.9977, 1.5364, 1.5327)  -0.27
C (4.5397, 1.6409, 2.1734)  -0.11
C (4.7909, 3.1064, 2.9398)  -0.29
C (5.8673, 4.0617, 2.1419)  -0.63
I (6.4526, 5.7778, 3.4378)  0.68
C (2.7943, 2.9424, 0.6809)  -0.08
O (1.8813, 2.8267, -0.4660)  -0.06
C (2.4609, 3.3679, -1.7047)  -0.25
F (1.4292, 3.1760, -2.7918)  0.03
F (3.6778, 2.6644, -2.1740)  0.05
F (2.6850, 4.8336, -1.6157)  0.04
H (4.8331, -2.8104, 0.1016)  0.00
H (5.7112, -1.0875, -0.5635)  0.04
H (3.8680, -1.1988, 2.0957)  0.10
H (3.3366, 0.6557, -0.6218)  0.17
H (2.5314, -1.4203, -1.3799)  0.13
H (1.0312, -2.2396, -0.5888)  0.12
H (1.3814, 0.2430, -2.6745)  0.11
H (-0.2785, 0.1707, -1.7841)  0.11
H (0.3707, -2.6934, -3.0087)  0.11
H (2.2210, -0.9069, -4.3669)  0.07
H (0.6380, -0.4449, -5.3455)  0.10
H (1.2579, -2.2244, -5.3645)  0.08
H (-1.4844, -0.0946, -3.8250)  0.12
H (-2.0078, -1.5098, -2.6889)  0.11
H (-1.1905, -2.2014, -5.8668)  0.11
H (-2.8396, -1.3766, -5.4656)  0.11
H (-2.6837, -4.2994, -5.5827)  0.10
H (-3.1403, -5.7234, -1.8992)  0.03
H (-1.5917, -4.5016, -1.8920)  0.04
H (-1.8068, -5.7287, -3.3123)  0.09
H (-5.4751, -3.9463, -2.6206)  0.07
H (-5.0319, -2.3235, -3.5206)  0.09
H (-4.3798, -2.6226, -1.7685)  0.04
H (1.4181, -1.3712, 2.0922)  0.16
H (-1.1140, -1.1711, 0.1612)  0.15
H (-1.5418, -0.5602, 1.8896)  0.12
H (-2.5960, -3.7572, -0.0943)  0.07
H (-5.1148, -4.8163, 0.6175)  0.08
H (-6.0294, -4.7807, 3.3450)  0.08
H (-4.3388, -3.6081, 5.3151)  0.04
H (-1.8219, -2.5547, 4.5872)  0.07
H (0.2523, 3.0159, 1.9685)  0.08
H (-0.4552, 1.8304, 0.6426)  0.11
H (-1.2776, 2.0032, 2.4021)  0.10
H (0.5045, -0.9578, 4.5594)  0.03
H (-1.4554, 0.1455, 3.9505)  0.05
H (1.9682, 2.3294, 3.2033)  0.18
H (2.5457, 0.7558, 3.4349)  0.18
H (4.7125, 0.8311, 3.0337)  0.13
H (5.3487, 1.5363, 1.3042)  0.15
H (3.7675, 3.6493, 3.1983)  0.11
H (5.2875, 2.8764, 4.0007)  0.12
H (6.8410, 3.4062, 1.9662)  0.08
H (5.4599, 4.5435, 1.1565)  0.05
H (3.8410, 3.3521, 0.2929)  0.15
H (2.3181, 3.7387, 1.4204)  0.15
Br (1.8828, -5.4194, -1.7331)  0.60
C (1.2408, -5.6673, 0.0915)  -0.68
C (0.5143, -6.9837, 0.2415)  -0.65
Br (-1.2801, -6.8903, -0.5168)  0.72
H (0.6207, -4.7993, 0.3325)  0.03
H (2.1400, -5.6494, 0.7141)  0.06
H (0.3643, -7.2231, 1.2981)  0.06
H (1.0245, -7.8188, -0.2466)  0.06
Br (-1.3879, 5.1744, 0.1955)  0.63
C (-0.7571, 5.3756, -1.6389)  -0.70
C (-1.7021, 6.2297, -2.4515)  -0.69
Br (-3.2923, 5.2263, -2.9696)  0.61
H (-0.6255, 4.3681, -2.0435)  0.04
H (0.2210, 5.8575, -1.5518)  0.05
H (-1.2362, 6.5304, -3.3942)  0.06
H (-2.0459, 7.1218, -1.9206)  0.06
Br (-7.5125, 1.2015, -0.0818)  0.60
C (-7.9173, -0.1560, -1.4220)  -0.69
C (-8.4315, -1.4230, -0.7791)  -0.68
Br (-6.9775, -2.4525, 0.0145)  0.62
H (-7.0073, -0.3058, -2.0097)  0.05
H (-8.6852, 0.2932, -2.0585)  0.06
H (-8.8717, -2.0852, -1.5300)  0.01
H (-9.1638, -1.2414, 0.0126)  0.06
Br (2.6420, 7.8187, 1.0583)  0.58
C (4.1738, 8.7382, 0.2763)  -0.71
C (4.9172, 9.5438, 1.3161)  -0.69
Br (3.9726, 11.1977, 1.7360)  0.62
H (3.7943, 9.3431, -0.5520)  0.02
H (4.8095, 7.9424, -0.1227)  0.04
H (5.8911, 9.8621, 0.9335)  0.05
H (5.0596, 9.0088, 2.2592)  0.03
Br (-3.7219, -7.5506, 2.8795)  0.63
C (-4.2678, -8.3973, 4.5493)  -0.70
C (-5.5841, -7.8408, 5.0398)  -0.65
Br (-5.3485, -6.0846, 5.8548)  0.69
H (-3.4473, -8.2611, 5.2594)  -0.01
H (-4.3629, -9.4606, 4.3109)  0.06
H (-5.9966, -8.4696, 5.8339)  0.06
H (-6.3296, -7.7281, 4.2476)  0.06
Br (-2.2041, -10.1350, 7.0750)  0.64
C (-0.6723, -9.2156, 6.2930)  -0.68
C (0.0711, -8.4099, 7.3329)  -0.69
Br (-0.8735, -6.7560, 7.7528)  0.60
H (-1.0518, -8.6107, 5.4648)  0.04
H (-0.0365, -10.0113, 5.8940)  0.06
H (1.0450, -8.0916, 6.9503)  0.06
H (0.2136, -8.9449, 8.2760)  0.05
Br (6.1990, 13.0755, -2.5335)  0.61
C (5.7942, 11.7179, -3.8738)  -0.69
C (5.2800, 10.4510, -3.2308)  -0.70
Br (6.7340, 9.4215, -2.4373)  0.63
H (6.7043, 11.5681, -4.4615)  0.06
H (5.0263, 12.1671, -4.5103)  0.06
H (4.8398, 9.7888, -3.9817)  0.07
H (4.5478, 10.6326, -2.4391)  0.01
Br (0.7487, 13.9709, -3.7361)  0.61
C (1.3964, 13.4047, -1.9860)  -0.68
C (2.2298, 12.1488, -2.0914)  -0.71
Br (1.1054, 10.5732, -2.3305)  0.60
H (0.5195, 13.2911, -1.3424)  0.06
H (2.0017, 14.2405, -1.6229)  0.06
H (2.7763, 11.9694, -1.1611)  0.02
H (2.9371, 12.1663, -2.9253)  0.03
Br (5.8835, -4.9464, -1.0176)  0.64
C (7.7797, -4.7645, -1.4350)  -0.67
C (8.5465, -4.2012, -0.2613)  -0.67
Br (8.2653, -2.2788, -0.0912)  0.64
H (7.8506, -4.1485, -2.3359)  0.06
H (8.1183, -5.7786, -1.6666)  0.06
H (9.6234, -4.3186, -0.4120)  0.06
H (8.2670, -4.6510, 0.6956)  0.06
Br (-8.9933, -3.8132, -5.0872)  0.60
C (-10.3985, -4.7170, -4.0812)  -0.69
C (-10.4018, -4.2814, -2.6344)  -0.69
Br (-8.9585, -5.1336, -1.6371)  0.61
H (-10.2430, -5.7918, -4.2107)  0.06
H (-11.3315, -4.4279, -4.5737)  0.06
H (-11.3205, -4.6045, -2.1366)  0.06
H (-10.2848, -3.2017, -2.5062)  0.03


[3]
Formula: C4BrClF6
Source: OMol25
Level of theory: ωB97M-V with the def2-TZVPD basis set

Its SMILES is FC1(F)C(F)(F)C(Cl)(Br)C1(F)F.

Each line ends with the natural charge from an NBO analysis.
Cartesian coordinates (Å):
F (-1.5980, -0.5789, -0.8594)  -0.32
C (-0.2300, -0.4961, -0.7742)  0.58
F (0.2709, -1.1478, -1.7452)  -0.26
C (0.3004, 0.9418, -0.5161)  0.59
F (1.7475, 0.8089, -0.7327)  -0.34
F (-0.1848, 1.9086, -1.3382)  -0.28
C (0.1334, 0.7491, 0.9722)  -0.23
Cl (-1.4641, 1.2177, 1.5176)  0.09
Br (1.6447, 1.3839, 2.0665)  0.13
C (0.1156, -0.8533, 0.7172)  0.62
F (1.3529, -1.3886, 0.7353)  -0.31
F (-0.6593, -1.6343, 1.4241)  -0.27


| no. | E_HOMO (hartree) | calculated total energy (a.u.) |
| --- | --- | --- |
| 1 | -0.289 | -3804.07744 |
| 2 | -0.310 | -54671.69681 |
| 3 | -0.413 | -3785.77670 |